Arrangement i

Here is an isolated ion of composition C6H12N and charge +1 from the Open Molecules 2025 dataset. Energies are from ωB97M-V/def2-TZVPD.

```
19
Properties=species:S:1:pos:R:3:mulliken_charge:R:1
N -2.29 0.93 -0.27 -0.32
C 1.70 0.30 -0.36 -0.35
C 2.89 -0.15 0.01 -0.81
C -1.15 1.07 0.80 -0.41
C 0.52 -0.59 -0.24 0.70
C -0.47 -0.29 0.89 -1.04
C 0.36 -1.72 -0.91 -0.86
H 3.78 0.44 -0.21 0.29
H -1.69 1.27 1.72 0.35
H 3.14 -1.19 0.16 0.32
H -0.44 1.71 0.31 0.32
H -0.40 -2.49 -0.88 0.31
H -1.11 -1.15 1.11 0.48
H -2.21 1.70 -0.94 0.35
H 1.15 -1.94 -1.64 0.32
H -3.23 1.06 0.12 0.35
H 0.09 -0.29 1.83 0.36
H -2.17 0.05 -0.75 0.34
H 1.53 1.29 -0.77 0.31
```

Summary:
structure (SMILES): C=CC(=C)CC[NH3+]
charge: +1
M: 98.17 g/mol
E_HOMO: -13.2687 eV
frontier orbital gap: 9.608 eV

Arrangement ii

Here is an isolated ion of composition C6H12N and charge +1 from the Open Molecules 2025 dataset. Energies are from ωB97M-V/def2-TZVPD.

```
19
Properties=species:S:1:pos:R:3:mulliken_charge:R:1
N 0.48 0.03 -0.27 0.10
C -3.30 -0.40 0.17 -1.12
C 2.83 -0.43 0.20 -1.62
C 0.89 1.44 -0.08 -1.05
C -0.84 -0.45 -0.45 -0.09
C 1.44 -0.83 -0.17 0.41
C -1.92 0.20 0.03 -0.13
H 3.31 -0.10 -0.62 0.51
H -0.78 -1.35 -0.86 0.49
H 1.37 -1.92 -0.14 0.37
H 1.60 1.70 -0.86 0.41
H -3.30 -1.04 1.01 0.30
H 3.03 0.23 0.93 0.46
H -4.19 0.19 0.33 0.36
H -1.66 1.22 0.57 0.18
H -3.50 -1.06 -0.78 0.28
H 3.30 -1.32 0.38 0.39
H 0.07 2.23 -0.39 0.36
H 1.16 1.68 1.00 0.40
```

Summary:
structure (SMILES): C/C=C/[N+](C)=C/C
charge: +1
M: 98.17 g/mol
E_HOMO: -13.8541 eV
frontier orbital gap: 9.191 eV

Arrangement iii

Here is a 2-piece molecular cluster, C6H12N overall from the Open Molecules 2025 dataset. Energies are from ωB97M-V/def2-TZVPD.

```
19
Properties=species:S:1:pos:R:3:mulliken_charge:R:1
N 1.47 -0.14 0.64 0.10
C 0.58 -0.45 1.66 -0.85
C -0.99 1.37 -0.36 -0.30
C -3.24 0.20 -1.22 -1.30
C -2.08 0.97 -0.74 0.12
C 1.50 -1.09 -0.47 -0.94
C 2.27 0.90 0.65 -0.23
H 0.54 0.18 2.51 0.38
H 0.72 -1.48 1.89 0.36
H -2.81 -0.56 -1.81 0.31
H 2.52 -1.51 -0.38 0.44
H 2.70 1.05 1.62 0.37
H -0.07 1.88 -0.24 0.50
H 2.71 0.88 -0.36 0.31
H 0.78 -1.87 -0.41 0.34
H 1.49 -0.51 -1.43 0.37
H -0.37 -0.50 1.02 0.29
H -4.00 -0.09 -0.60 0.37
H -3.73 0.77 -1.98 0.36
```

Summary:
charge: +1
M: 98.17 g/mol
E_HOMO: -13.4405 eV
frontier orbital gap: 7.923 eV

Arrangement iv

Here is an isolated ion of composition C6H12N and charge +1 from the Open Molecules 2025 dataset. Energies are from ωB97M-V/def2-TZVPD.

```
19
Properties=species:S:1:pos:R:3:mulliken_charge:R:1
N -0.20 -1.45 -2.30 -0.33
C -1.14 0.10 -0.50 -0.67
C 1.66 0.77 2.06 -0.27
C 0.70 0.82 0.94 -0.37
C -1.43 -0.92 -1.65 -0.79
C -0.02 -0.22 0.40 -0.47
C 1.40 1.58 3.10 -0.78
H 0.41 1.79 0.71 0.46
H 0.70 2.46 3.16 0.27
H -2.05 0.37 0.02 0.46
H 0.40 -1.10 0.44 0.55
H -0.01 -2.39 -1.92 0.37
H 0.57 -0.68 -2.13 0.40
H 2.07 1.80 3.88 0.31
H 2.31 -0.02 1.85 0.36
H -0.97 1.08 -1.02 0.38
H -0.38 -1.52 -3.37 0.39
H -1.87 -1.90 -1.32 0.33
H -2.17 -0.57 -2.34 0.41
```

Summary:
structure (SMILES): C=C/C=C/CC[NH3+]
charge: +1
M: 98.17 g/mol
E_HOMO: -12.2547 eV
frontier orbital gap: 8.375 eV

Relative energy table, unit hartree: arrangement i 0.0000; arrangement ii 0.0250; arrangement iii 0.0963; arrangement iv 0.0441

Arrangement i

Here is a 2-piece molecular cluster, C4H12S overall from the Open Molecules 2025 dataset. Energies are from ωB97M-V/def2-TZVPD.

```
17
Properties=species:S:1:pos:R:3:mulliken_charge:R:1
S 0.88 1.72 2.18 -0.11
C -0.53 2.21 1.23 -0.42
C 0.89 -0.08 1.64 -0.75
C 0.31 -1.69 -1.37 -0.80
C -0.75 -0.64 -1.66 -0.85
H -0.25 0.29 -2.01 0.25
H 1.80 -0.55 1.84 0.44
H 0.15 -2.28 -0.44 0.26
H -1.41 -0.44 -0.86 0.28
H 1.30 -1.21 -1.28 0.28
H -1.36 -0.92 -2.50 0.38
H -0.53 1.55 0.33 -0.13
H 0.88 -0.03 0.53 -0.02
H -1.45 2.27 1.76 0.27
H 0.23 -2.58 -2.15 0.26
H 0.13 -0.74 2.02 0.34
H -0.27 3.14 0.76 0.32
```

Summary:
structure (SMILES): CSC.CC
M: 92.21 g/mol
E_HOMO: -8.5584 eV
frontier orbital gap: 9.595 eV

Arrangement ii

Here is a 2-piece molecular cluster, C4H12S overall from the Open Molecules 2025 dataset. Energies are from ωB97M-V/def2-TZVPD.

```
17
Properties=species:S:1:pos:R:3:mulliken_charge:R:1
S 0.99 0.96 -1.53 -0.08
C -1.25 -2.01 2.42 -0.62
C -1.79 -3.27 1.74 -0.77
C -0.50 1.75 -1.52 -0.81
C 1.89 1.62 -0.01 -0.77
H -1.14 -1.01 1.81 0.06
H 1.02 1.78 0.59 0.19
H -0.97 -4.03 1.47 0.27
H -1.43 1.35 -2.15 0.29
H -1.77 -1.50 3.28 0.30
H 2.36 2.52 -0.29 0.30
H -0.26 -2.25 2.67 0.25
H 2.61 1.03 0.38 0.35
H -2.33 -2.90 0.88 0.24
H -1.12 1.86 -0.51 0.24
H -2.48 -3.68 2.38 0.27
H -0.48 2.82 -1.93 0.30
```

Summary:
structure (SMILES): CSC.CC
M: 92.21 g/mol
E_HOMO: -8.4305 eV
frontier orbital gap: 9.348 eV

Relative energy table, unit hartree: arrangement i 0.0000; arrangement ii 0.0399

Arrangement i

Here is a 20-piece molecular cluster, H39O20 overall from the Open Molecules 2025 dataset. Energies are from ωB97M-V/def2-TZVPD.

```
59
Properties=species:S:1:pos:R:3:mulliken_charge:R:1
O 2.63 -0.05 -1.24 -0.75
O -2.59 4.06 -0.76 -0.67
O -2.35 -0.60 0.88 -0.67
O -0.74 2.24 0.04 -0.45
O -0.81 4.03 -2.69 -0.72
O 2.39 -3.00 3.31 -0.61
O -2.45 -1.24 -3.91 -0.66
O 1.49 -4.38 -1.92 -0.71
O 0.46 -0.92 1.60 -0.40
O 0.69 -1.86 -1.88 -0.39
O 1.94 3.79 -1.81 -0.73
O 1.84 1.94 0.01 -1.05
O 0.42 -4.28 1.69 -0.63
O -4.72 -0.22 -1.66 -0.65
O 1.22 1.66 2.55 -0.58
O -0.15 4.09 2.08 -0.63
O -0.88 -3.56 -0.52 -0.75
O 2.65 -2.98 0.35 -0.76
O -1.64 0.15 4.91 -0.64
O -0.96 0.42 -1.86 -0.61
H -1.40 -0.68 1.07 0.27
H -2.30 0.40 0.85 0.38
H -5.02 -0.76 -0.91 0.30
H 0.11 -4.83 2.42 0.27
H -3.77 -0.19 -1.63 0.35
H -2.28 0.24 4.20 0.32
H 1.24 -3.70 -2.54 0.35
H 0.04 3.33 2.64 0.27
H 1.99 1.51 3.12 0.26
H 1.69 -3.15 0.44 0.23
H -0.80 3.07 -2.74 0.30
H 2.65 3.42 -2.33 0.29
H 2.20 0.85 -1.11 0.36
H -0.86 0.80 -0.92 0.25
H -1.11 0.94 4.70 0.32
H 0.44 -0.81 2.56 0.25
H 0.23 -1.85 1.50 0.28
H -1.85 3.40 -0.74 0.46
H 0.18 -1.04 -1.78 0.05
H 0.67 4.56 2.21 0.29
H -1.66 0.97 -2.25 0.21
H 1.53 1.45 1.62 0.29
H 1.57 -1.41 -1.84 0.47
H -1.83 -1.36 -3.17 0.34
H -1.11 -2.61 -0.58 0.33
H 1.79 -3.74 3.37 0.27
H -0.27 -4.11 1.00 0.38
H 1.82 3.08 -1.12 0.55
H 3.42 -0.06 -0.68 0.23
H 2.49 2.47 0.49 0.10
H -2.76 -0.39 -3.58 0.26
H -1.03 2.94 0.65 0.21
H 0.12 4.19 -2.48 0.37
H 0.29 2.29 0.08 0.26
H 2.33 -4.11 -1.55 0.34
H 2.57 -2.05 0.08 0.46
H -2.46 4.23 -1.70 0.38
H 2.66 -2.93 2.38 0.38
H -0.02 -3.63 -0.95 0.38
```

Summary:
charge: -1
M: 359.29 g/mol
E_HOMO: -7.6179 eV
frontier orbital gap: 9.868 eV

Arrangement ii

Here is a 20-piece molecular cluster, H39O20 overall from the Open Molecules 2025 dataset. Energies are from ωB97M-V/def2-TZVPD.

```
59
Properties=species:S:1:pos:R:3:mulliken_charge:R:1
O -4.67 0.07 -0.37 -0.58
O -1.62 -0.18 1.98 -0.60
O -2.64 -1.98 -0.60 -0.49
O 2.93 -2.64 -1.36 -0.60
O 0.42 -4.94 1.44 -0.61
O 4.38 2.74 1.97 -0.67
O 1.80 4.98 3.13 -0.61
O -0.37 -1.43 -1.56 -0.30
O -1.46 5.18 2.35 -0.57
O -4.45 -3.41 -2.53 -0.64
O 1.05 1.41 4.41 -0.63
O 3.64 1.37 -0.24 -0.68
O 1.22 1.02 1.78 -0.58
O -1.90 -0.14 -5.50 -0.64
O -2.11 0.77 -2.10 -0.64
O 2.34 -2.62 1.77 -0.59
O 1.34 -1.84 5.21 -0.62
O 0.79 4.09 -2.67 -0.62
O -2.35 -2.01 -3.56 -1.02
O 1.53 0.41 -1.97 -0.63
H -2.16 -1.56 -2.66 0.47
H -4.65 -2.50 -2.82 0.32
H 0.61 0.14 -2.11 0.49
H -1.67 -1.79 -1.05 0.09
H -4.61 -0.90 0.01 0.30
H -1.59 -0.34 1.04 0.33
H 3.16 -2.73 1.17 0.31
H 0.20 4.59 -3.12 0.28
H 1.26 1.88 3.51 0.41
H 1.47 4.06 3.44 0.29
H -1.37 0.05 -1.71 0.16
H -4.41 0.49 0.37 0.23
H 4.20 1.83 1.49 0.40
H 0.74 -1.12 5.34 0.31
H 0.31 -1.89 -1.78 -0.13
H 0.83 -4.67 2.17 0.30
H -1.58 -2.03 -4.21 0.28
H -1.15 4.69 3.07 0.29
H 0.37 3.16 -2.64 0.34
H 1.76 -0.35 -1.45 0.24
H 0.34 -4.38 0.66 0.30
H -2.07 4.57 2.11 0.28
H -2.04 -0.69 -4.80 0.36
H 1.79 5.03 2.19 0.32
H -1.81 0.63 -3.03 0.32
H 1.68 -2.36 1.07 0.24
H -1.04 -0.05 -5.79 0.31
H -2.11 0.59 2.19 0.25
H 1.03 1.35 0.86 0.32
H 3.39 -2.01 -1.92 0.31
H 3.54 2.71 2.41 0.30
H 3.40 2.33 -0.42 0.38
H 2.39 -3.14 -2.00 0.29
H -2.53 -3.00 -0.55 0.26
H 2.77 0.85 -0.27 0.25
H 0.60 0.53 4.34 0.20
H -3.65 -3.31 -2.95 0.33
H 0.90 0.05 1.86 0.21
H 1.86 -1.55 4.40 0.34
```

Summary:
charge: -1
M: 359.29 g/mol
E_HOMO: -7.3845 eV
frontier orbital gap: 9.102 eV

Relative energy table, unit hartree: arrangement i 0.0000; arrangement ii 0.2117